Entry 1:
# C32H63N2O10S

A cluster of 7 separate species, C32H63N2O10S in total (wB97M-V/def2-TZVPD, the OMol25 dataset).

XYZ file:
```
108
Properties=species:S:1:pos:R:3:lowdin_charge:R:1
C -1.9784 1.2888 7.4592 -0.07
C -3.0204 0.9844 6.3652 -0.18
C -2.4251 1.2592 4.9937 -0.24
N -1.6863 2.5257 4.7613 0.22
C -1.5560 2.7526 3.5124 0.11
C -2.2664 1.7543 2.6184 -0.40
O -1.2401 0.9372 2.0991 0.04
C -2.9910 2.5233 1.5032 -0.11
C -2.1869 2.8170 0.2293 -0.14
C -1.0017 3.7844 0.3320 -0.16
C -1.4281 5.2521 0.3539 -0.17
N -2.2961 5.5452 1.5047 -0.10
C -3.3210 6.6028 1.2601 0.00
C -1.6189 5.8276 2.7013 -0.51
C -0.1443 6.1789 2.7248 0.02
O -2.2275 5.7500 3.7721 0.04
C -3.1679 1.0219 3.6777 -0.19
S -4.9491 1.2640 3.6283 0.66
C -5.4189 2.9700 3.4431 -0.11
O -5.5403 0.7835 4.8511 -0.30
O -5.4222 0.5547 2.4655 -0.29
H -0.9583 1.2567 7.0760 0.08
H -2.0494 0.5691 8.2667 0.08
H -2.1517 2.2768 7.8815 0.08
H -3.2274 -0.0825 6.3796 0.13
H -3.9453 1.5203 6.5428 0.11
H -1.6121 0.5269 4.9455 0.17
H -1.3107 3.1268 5.4852 0.19
H -0.9924 3.6158 3.2053 0.12
H -1.5982 0.0586 1.9348 0.12
H -3.3856 3.4510 1.9083 0.09
H -3.8511 1.9161 1.2155 0.11
H -2.9057 3.2565 -0.4637 0.13
H -1.8536 1.8850 -0.2183 0.10
H -0.4099 3.6439 -0.5725 0.11
H -0.3256 3.5343 1.1520 0.10
H -0.5625 5.9052 0.2528 0.11
H -2.0150 5.4104 -0.5494 0.11
H -3.0786 7.5094 1.8094 0.09
H -3.4382 6.7942 0.2011 0.09
H -4.2783 6.2654 1.6542 0.08
H 0.4616 5.2720 2.7746 0.09
H 0.1630 6.7581 1.8633 0.08
H 0.0357 6.7142 3.6503 0.09
H -3.0635 -0.0497 3.5080 0.16
H -6.3648 3.0949 3.9578 0.08
H -5.5733 3.1497 2.3839 0.07
H -4.6674 3.6768 3.7922 0.07
C 0.1943 -0.4203 -0.4409 -0.01
C 0.5795 0.3372 -1.6920 -0.49
O 0.3753 1.5299 -1.7748 0.06
C 1.2150 -0.4497 -2.8015 -0.02
H -0.2435 0.2885 0.2603 0.04
H -0.5320 -1.1980 -0.6871 0.09
H 1.0744 -0.8819 0.0091 0.09
H 0.5352 -1.2326 -3.1418 0.09
H 2.1425 -0.9082 -2.4604 0.07
H 1.4402 0.2111 -3.6344 0.09
C 5.4266 0.0809 -4.3003 -0.02
C 4.9888 -1.3645 -4.3349 -0.49
O 3.9164 -1.7060 -3.8877 0.05
C 5.9465 -2.3495 -4.9484 -0.03
H 4.6515 0.6872 -3.8356 0.07
H 6.3483 0.1776 -3.7251 0.09
H 5.6014 0.4422 -5.3146 0.09
H 6.8862 -2.3506 -4.3961 0.09
H 6.1378 -2.0801 -5.9893 0.09
H 5.5216 -3.3473 -4.9085 0.07
C 6.0028 -6.9602 -3.9736 -0.03
C 6.3339 -6.0146 -2.8505 -0.49
O 6.5876 -4.8476 -3.0476 0.06
C 6.3395 -6.5930 -1.4553 -0.02
H 6.0359 -6.4260 -4.9201 0.08
H 6.7228 -7.7701 -4.0038 0.06
H 4.9997 -7.3685 -3.8275 0.09
H 7.0762 -7.3946 -1.3869 0.09
H 5.3540 -6.9939 -1.2134 0.08
H 6.5931 -5.8141 -0.7398 0.08
C -1.1508 5.4276 -4.9718 -0.02
C -2.3279 5.7066 -4.0725 -0.50
O -2.2386 6.4568 -3.1266 0.05
C -3.6225 5.0071 -4.4065 -0.02
H -0.2870 5.9895 -4.6249 0.08
H -0.9137 4.3626 -4.9569 0.09
H -1.3830 5.7261 -5.9950 0.09
H -3.4824 3.9255 -4.3711 0.09
H -3.9525 5.2892 -5.4069 0.09
H -4.3870 5.2926 -3.6874 0.08
C -6.6042 -2.3616 4.8892 -0.02
C -5.7909 -3.2109 5.8314 -0.51
O -4.7825 -3.7731 5.4690 0.06
C -6.2879 -3.3217 7.2528 -0.02
H -6.1376 -2.3660 3.9065 0.08
H -7.6169 -2.7577 4.8005 0.09
H -6.6392 -1.3379 5.2595 0.06
H -7.2871 -3.7589 7.2665 0.09
H -6.3275 -2.3330 7.7131 0.08
H -5.6149 -3.9557 7.8252 0.08
C 9.3869 -9.5124 -7.2722 -0.02
C 8.1371 -9.2744 -6.4628 -0.49
O 8.1238 -8.5057 -5.5289 0.06
C 6.9021 -10.0393 -6.8722 -0.02
H 10.1970 -8.9050 -6.8763 0.08
H 9.6706 -10.5645 -7.2200 0.09
H 9.2145 -9.2422 -8.3151 0.09
H 7.0873 -11.1121 -6.8047 0.09
H 6.6315 -9.7894 -7.8990 0.09
H 6.0766 -9.7788 -6.2136 0.08
```

Calculated values
Total charge: +1
LUMO level in eV: -3.911
Highest occupied orbital energy in eV: -10.466
Multiplicity: 1

Entry 2:
# C32H64Br4O14

A cluster of 9 separate species, C32H64Br4O14 in total (wB97M-V/def2-TZVPD, the OMol25 dataset).

XYZ file:
```
114
Properties=species:S:1:pos:R:3:lowdin_charge:R:1
C -3.2792 17.7225 7.9457 -0.08
C -1.9401 17.8641 8.6427 -0.26
O -1.9358 18.2065 9.9751 0.02
C -2.2490 17.3362 10.9158 -0.50
C -2.0682 17.7858 12.3515 0.00
O -2.8812 16.2857 10.7100 0.07
H -3.1651 17.8069 6.8650 0.08
H -4.0083 18.5026 8.1645 0.08
H -3.7182 16.7706 8.2444 0.07
H -1.4556 16.9124 8.4244 0.13
H -1.3878 18.6453 8.1204 0.12
H -2.3159 18.8441 12.4340 0.08
H -1.0283 17.6243 12.6354 0.00
H -2.4357 17.0468 13.0636 0.09
C 2.7271 24.2397 14.5404 -0.03
C 3.2397 25.6517 14.1870 -0.32
O 4.4055 25.8519 14.7910 -0.06
C 4.9217 27.2304 14.7152 -0.35
C 6.0122 27.4417 15.7897 0.01
O 4.6286 28.1264 13.9003 0.08
H 3.4814 23.5608 14.1426 0.06
H 1.7356 23.9352 14.2052 0.07
H 2.7453 24.1417 15.6258 0.07
H 3.2884 25.7819 13.1059 0.12
H 2.6055 26.4321 14.6076 0.13
H 6.9000 27.9494 15.4125 0.08
H 6.3351 26.4166 15.9715 0.06
H 5.8580 27.9310 16.7515 0.08
C 3.5448 21.7293 20.5289 -0.09
C 3.4001 23.0536 19.7817 -0.31
O 4.6603 23.6343 19.6506 -0.05
C 4.8417 24.8638 18.9466 -0.43
C 6.1532 25.5749 19.2245 0.02
O 4.0366 25.4030 18.2099 0.10
H 3.5598 21.9677 21.5924 0.08
H 4.4602 21.3307 20.0916 0.08
H 2.6819 21.0966 20.3206 -0.03
H 3.0164 22.8257 18.7872 0.06
H 2.6574 23.7625 20.1476 0.12
H 6.0380 26.0689 20.1892 0.09
H 6.6705 26.1807 18.4805 0.07
H 6.9106 24.8190 19.4318 0.07
C 7.1117 20.3759 17.1035 -0.11
C 7.8982 21.4729 17.8218 -0.19
O 8.9651 21.8368 16.8960 -0.03
C 9.8813 22.7501 17.2334 -0.54
C 10.9471 22.8661 16.1304 0.02
O 9.9337 23.3162 18.2932 0.10
H 6.5836 21.0428 16.4221 0.02
H 6.4505 19.7906 17.7427 0.05
H 7.7115 19.6662 16.5337 0.08
H 7.2528 22.3251 18.0345 0.12
H 8.4224 21.1525 18.7221 0.12
H 11.9445 22.6378 16.5061 0.09
H 10.9369 23.9298 15.8925 0.08
H 10.5578 22.4540 15.1994 0.06
C 8.3845 23.7006 13.6077 -0.02
C 7.2691 22.8145 12.9881 -0.22
O 6.3726 23.6398 12.3668 0.02
C 5.3106 23.1633 11.8639 -0.53
C 4.7514 24.0357 10.7576 0.02
O 4.6285 22.1639 12.2592 0.03
H 9.0025 24.0511 12.7810 0.08
H 9.0258 23.0995 14.2523 0.04
H 7.9342 24.5847 14.0589 0.08
H 7.6214 22.0478 12.2981 0.14
H 6.7715 22.2844 13.8003 0.12
H 3.6631 24.0256 10.8183 0.09
H 4.9633 23.6412 9.7638 0.09
H 5.1027 25.0674 10.7447 0.09
C -0.1785 23.1622 18.5463 -0.02
C 0.0935 22.8186 17.0245 -0.19
O -1.0825 22.3120 16.4226 -0.06
C -1.0621 22.0341 15.1029 -0.53
C -2.3677 21.3042 14.7718 0.03
O -0.2500 22.4177 14.2963 0.09
H 0.6336 23.0365 19.2624 0.05
H -1.0598 22.6041 18.8623 0.07
H -0.4171 24.2215 18.6414 0.07
H 0.3130 23.7119 16.4398 0.12
H 0.8425 22.0350 16.9105 0.08
H -3.1320 21.5924 15.4936 0.09
H -2.1303 20.2404 14.7729 0.07
H -2.7341 21.5121 13.7665 0.09
C 6.4660 14.5114 9.3362 -0.06
C 5.3551 15.5307 9.3723 -0.23
O 5.2945 16.2798 10.6188 -0.06
C 4.5512 15.7965 11.6988 -0.47
C 4.6174 16.8808 12.7591 0.01
O 3.8858 14.7567 11.6825 0.08
H 6.1521 13.8037 8.5690 0.08
H 6.5208 13.9756 10.2839 0.08
H 7.3967 15.0062 9.0586 0.08
H 5.3915 16.1819 8.4990 0.12
H 4.3363 15.1486 9.3080 0.11
H 5.6690 17.1029 12.9404 0.09
H 4.0283 16.5765 13.6242 0.08
H 4.1802 17.7106 12.2038 0.08
Br 1.3638 19.4771 21.8107 0.68
C 0.0939 19.0409 20.3787 -0.67
C 0.9542 19.1793 19.0687 -0.57
Br -0.4755 18.8573 17.6386 0.64
H -0.7103 19.7747 20.3238 0.04
H -0.3006 18.0437 20.5733 0.05
H 1.7401 18.4280 18.9910 0.07
H 1.2207 20.2235 18.9055 0.01
Br 3.7910 20.7547 16.8767 0.79
C 2.6663 20.4620 15.3302 -0.69
C 2.1532 19.0746 15.1466 -0.72
Br 1.1868 18.9934 13.4951 0.76
H 3.1343 20.8578 14.4288 0.05
H 1.7848 21.0906 15.4559 0.01
H 1.4839 18.7393 15.9389 -0.04
H 2.8965 18.2786 15.1917 0.05
```

Calculated values
LUMO level in eV: 0.260
Highest occupied orbital energy in eV: -9.911
Multiplicity: 1
Structure (SMILES): CCOC(C)=O.CCOC(C)=O.CCOC(C)=O.CCOC(C)=O.CCOC(C)=O.CCOC(C)=O.CCOC(C)=O.BrCCBr.BrCCBr

Entry 3:
# C32H64Br4O14S7

A structure of composition C32H64Br4O14S7 (wB97M-V/def2-TZVPD, the OMol25 dataset).

XYZ file:
```
121
Properties=species:S:1:pos:R:3:lowdin_charge:R:1
C -1.3383 6.1597 0.5392 -0.16
C 0.0543 6.6044 0.0837 -0.22
C 0.6534 5.6062 -0.8901 -0.19
S 0.0796 3.9790 -0.3057 0.82
O 0.9754 3.7092 0.8305 -0.46
O -0.1156 3.1103 -1.4434 -0.38
C -1.5791 4.6113 0.1963 -0.12
H -2.1637 6.6855 0.0592 0.11
H -1.3821 6.4411 1.5913 0.11
H 0.5772 6.5888 1.0400 0.11
H 0.1874 7.6036 -0.3309 0.12
H 1.7237 5.6692 -1.0868 0.12
H 0.2008 5.6123 -1.8817 0.11
H -1.8311 3.9243 1.0041 0.10
H -2.2110 4.5031 -0.6852 0.06
C -2.3403 -0.6968 6.1113 -0.17
C -0.9843 -1.2748 5.5940 -0.23
C -1.0408 -1.1027 4.0843 -0.35
S -1.6774 0.5541 3.7266 0.73
O -2.6720 0.4948 2.6385 -0.35
O -0.5919 1.4932 3.6780 -0.32
C -2.4753 0.6922 5.3680 -0.20
H -2.3447 -0.5322 7.1888 0.11
H -3.1510 -1.3482 5.7848 0.11
H -0.7437 -2.2967 5.8874 0.10
H -0.1843 -0.5787 5.8461 0.12
H -1.8306 -1.7488 3.7009 0.12
H -0.1412 -1.2120 3.4787 -0.07
H -3.4523 1.1710 5.3019 0.10
H -1.9238 1.4582 5.9132 0.09
C 0.7544 0.8997 -1.0699 -0.28
C -0.6706 1.1838 -0.5264 -0.23
C -0.4772 1.5899 0.9363 -0.14
S 0.8297 0.3444 1.5857 0.86
O 0.2038 -0.9054 1.9741 -0.45
O 1.8274 0.9045 2.4685 -0.35
C 1.5031 -0.0470 -0.1066 -0.40
H 1.2159 1.8828 -0.9767 -0.05
H 0.8112 0.7093 -2.1416 0.12
H -0.9762 0.1549 -0.7160 0.08
H -1.1097 1.9052 -1.2156 -0.03
H -1.3439 1.5148 1.5930 0.04
H 0.0094 2.5380 1.1650 0.02
H 1.2308 -1.0838 -0.3041 0.00
H 2.5904 0.0286 -0.0970 -0.12
C 1.5944 -1.3143 -2.3469 -0.20
C 2.9453 -0.9080 -1.7108 -0.32
C 4.1034 -1.3030 -2.5346 -0.18
S 3.5733 -2.7423 -3.5504 0.75
O 4.4454 -3.9164 -3.3476 -0.35
O 3.3117 -2.2143 -4.8574 -0.35
C 1.8197 -2.7997 -2.9022 -0.18
H 1.2754 -0.5981 -3.1042 0.10
H 0.8264 -1.4293 -1.5820 0.02
H 2.9925 -1.4157 -0.7474 0.03
H 2.9808 0.1356 -1.3980 -0.01
H 4.9220 -1.5881 -1.8738 0.10
H 4.5723 -0.5826 -3.2049 0.11
H 1.6864 -3.5246 -2.0992 0.03
H 1.1516 -3.1928 -3.6686 0.11
C -2.2066 -1.4097 -3.6664 -0.18
C -1.0582 -0.8121 -2.8277 -0.21
C -0.9984 -1.6391 -1.5565 -0.23
S -1.2211 -3.3305 -2.0869 0.83
O -1.9467 -4.1047 -1.0675 -0.34
O 0.0549 -3.7289 -2.5837 -0.41
C -2.3486 -2.9155 -3.5155 -0.14
H -1.9896 -1.2158 -4.7168 0.13
H -3.1706 -0.9115 -3.5636 0.07
H -1.2437 0.2518 -2.6796 0.06
H -0.0988 -0.7702 -3.3433 0.10
H -1.8222 -1.3871 -0.8886 0.12
H -0.0994 -1.6961 -0.9429 0.08
H -3.3534 -3.2459 -3.2520 0.11
H -1.9528 -3.5125 -4.3370 0.11
C -4.4775 0.6026 -2.3804 -0.24
C -3.2034 0.6334 -1.6191 -0.17
C -2.3397 1.7973 -2.2779 -0.16
S -3.6289 3.0026 -3.0014 0.79
O -3.4050 3.0479 -4.4795 -0.36
O -3.6908 4.2541 -2.2228 -0.37
C -5.0950 2.0170 -2.5340 -0.18
H -5.2323 -0.0572 -1.9527 0.13
H -4.2792 0.0721 -3.3116 0.09
H -2.7282 -0.3377 -1.7578 0.06
H -3.3857 0.8922 -0.5760 0.15
H -1.6283 1.5236 -3.0571 0.12
H -1.7063 2.3863 -1.6146 0.02
H -5.9587 2.0571 -3.1976 0.11
H -5.3319 2.4183 -1.5486 0.10
C -0.4267 -4.3801 0.8612 -0.19
C 0.1601 -5.5536 0.0905 -0.19
C 1.3683 -4.9687 -0.6096 -0.15
S 2.0300 -3.4753 0.4263 0.86
O 1.8649 -2.2725 -0.3784 -0.55
O 3.3351 -3.8654 0.9146 -0.30
C 0.6988 -3.5894 1.6277 -0.35
H -1.1268 -4.8400 1.5587 0.12
H -1.0744 -3.6987 0.3096 0.06
H -0.4741 -5.9882 -0.6822 0.12
H 0.4687 -6.2984 0.8240 0.12
H 1.1358 -4.5074 -1.5694 0.03
H 2.1676 -5.6769 -0.8281 0.12
H 0.6385 -2.6319 2.1450 -0.10
H 1.0680 -4.2596 2.4039 0.03
Br 3.0330 2.0147 -0.4140 1.06
C 2.9260 3.1415 1.1586 -0.62
C 4.0990 2.7873 2.0291 -0.71
Br 4.1365 4.0034 3.5886 0.61
H 2.0428 2.8772 1.7402 0.04
H 2.9335 4.1909 0.8640 0.08
H 5.0395 2.8701 1.4844 0.05
H 4.0890 1.7446 2.3465 -0.04
Br 4.4165 -0.3083 1.0663 0.94
C 3.0970 -1.6141 1.8033 -0.55
C 2.5877 -1.2866 3.2164 -0.44
Br 1.2691 -2.6201 3.7876 1.08
H 3.5040 -2.6197 1.9093 0.03
H 2.3021 -1.7416 1.0685 -0.02
H 2.0511 -0.3405 3.1455 -0.04
H 3.3093 -1.0809 4.0070 0.09
```

Calculated values
LUMO level in eV: 0.040
Highest occupied orbital energy in eV: -8.461
Energy above the lowest of the compared OMol25 structures with the same formula, charge and spin in kJ/mol: 3137.1
Multiplicity: 1

Entry 4:
# C32H65BrN2O9P2PmSi3

A structure of composition C32H65BrN2O9P2PmSi3 (wB97M-V/def2-TZVPD, the OMol25 dataset).

XYZ file:
```
115
Properties=species:S:1:pos:R:3:lowdin_charge:R:1
Pm -0.5717 0.5743 0.4050 1.77
C -0.6159 0.3030 4.0059 -0.11
O -1.1510 -0.0037 2.7307 -0.46
Si -2.4899 -1.0761 2.5221 0.39
C -3.8498 -0.7479 3.8350 -0.13
C -1.6931 -2.7505 3.0235 -0.13
C -2.8163 -0.7150 0.7054 -0.54
Si -3.4320 -2.3213 -0.1185 0.44
C -4.0888 -2.0739 -1.8943 -0.18
C -4.8682 -3.0093 0.9430 -0.17
C -2.1349 -3.7126 -0.3201 -0.16
Si -3.9580 0.7002 0.1912 0.51
C -3.3661 1.2078 -1.5957 -0.15
C -2.9350 2.5895 2.2674 -0.10
C -5.8617 0.5008 0.2386 -0.15
H -0.1275 -0.5736 4.4416 0.09
H -1.4059 0.6344 4.6856 0.09
H 0.1144 1.1066 3.8886 0.09
H -3.4247 -0.5390 4.8123 0.03
H -4.4804 -1.6233 3.9437 0.03
H -4.4960 0.0805 3.5656 0.03
H -1.5058 -2.7858 4.0929 0.04
H -0.7355 -2.8632 2.5220 0.00
H -2.3026 -3.6090 2.7739 0.03
H -4.9551 -1.4266 -1.9259 0.01
H -4.3855 -3.0253 -2.3213 0.03
H -3.3305 -1.6505 -2.5434 0.02
H -5.6149 -2.2447 1.1209 0.02
H -4.5170 -3.3357 1.9164 0.01
H -5.3676 -3.8518 0.4757 0.03
H -1.5777 -3.5693 -1.2387 0.00
H -2.6021 -4.6899 -0.3655 0.04
H -1.4160 -3.7285 0.4880 -0.01
H -2.2706 1.0446 -1.6842 0.00
H -3.5580 2.2562 -1.8039 0.03
H -3.8553 0.6316 -2.3722 0.02
H -1.9840 3.6112 0.7633 0.10
H -2.7258 1.7430 2.8994 0.07
H -3.0547 3.5247 2.8019 0.12
H -6.1697 -0.3848 -0.3046 0.01
H -6.3832 1.3479 -0.1942 0.03
H -6.2171 0.3909 1.2576 0.03
C 3.3193 3.6832 -2.2327 -0.02
C 2.7650 2.2996 -2.5361 -0.43
C 2.8594 1.9802 -4.0234 -0.02
O 3.5725 1.3533 -1.7998 -0.16
P 2.9344 0.1999 -0.9205 0.51
O 1.8172 0.5921 -0.0479 -0.32
C 2.3792 -1.1059 -2.0942 -0.16
P 1.3001 -2.1479 -1.0676 0.52
O 0.1498 -1.4328 -0.4737 -0.37
O 2.3604 -2.6979 -0.0210 -0.20
C 1.9309 -3.2231 1.2562 -0.42
C 2.2276 -2.1822 2.3253 -0.01
C 2.6502 -4.5472 1.4942 -0.02
O 0.7014 -3.3530 -1.8806 -0.17
C 1.2777 -4.2977 -2.7945 -0.41
C 2.6838 -4.7244 -2.4115 -0.03
C 1.2081 -3.7375 -4.2105 -0.03
O 4.1185 -0.3335 -0.0592 -0.15
C 5.4246 -0.6947 -0.5584 -0.43
C 6.4265 0.3322 -0.0535 -0.02
C 5.7294 -2.1010 -0.0580 -0.03
H 2.7882 4.4316 -2.8145 0.09
H 4.3754 3.7149 -2.4928 0.09
H 3.2091 3.9073 -1.1743 0.08
H 1.7281 2.2250 -2.1817 0.12
H 3.8998 2.0199 -4.3395 0.09
H 2.2933 2.7106 -4.5962 0.09
H 2.4663 0.9904 -4.2452 0.06
H 3.2133 -1.6591 -2.5144 0.08
H 1.7865 -0.6621 -2.8913 0.08
H 0.8498 -3.3987 1.1956 0.11
H 3.2889 -1.9440 2.3237 0.09
H 1.9495 -2.5637 3.3038 0.09
H 1.6620 -1.2669 2.1254 0.07
H 3.7185 -4.4364 1.3208 0.08
H 2.2677 -5.3185 0.8275 0.08
H 2.4909 -4.8676 2.5209 0.09
H 0.5980 -5.1545 -2.7082 0.15
H 3.3886 -3.9048 -2.5103 0.07
H 3.0044 -5.5329 -3.0634 0.10
H 2.7106 -5.0757 -1.3861 0.07
H 1.9380 -2.9409 -4.3480 0.07
H 0.2098 -3.3485 -4.3998 0.09
H 1.4118 -4.5301 -4.9273 0.09
H 5.4059 -0.6798 -1.6546 0.14
H 6.3994 0.3661 1.0324 0.09
H 6.1740 1.3160 -0.4387 0.08
H 7.4315 0.0687 -0.3736 0.09
H 5.8735 -2.0899 1.0196 0.09
H 6.6356 -2.4761 -0.5266 0.09
H 4.8999 -2.7655 -0.2880 0.06
C -4.0134 4.9479 0.5167 -0.09
C -4.6132 3.5458 0.5950 -0.22
C -3.6689 2.4240 1.0030 -0.46
N -2.2184 2.6434 0.9993 -0.04
H -4.8127 5.6534 0.2997 0.08
H -3.2774 5.0186 -0.2846 0.08
H -3.5465 5.2578 1.4533 0.07
H -5.0461 3.3064 -0.3772 0.09
H -5.4361 3.5477 1.3141 0.12
Br 1.2359 7.6867 -1.8602 0.76
C 1.1962 6.5216 -0.3635 -0.65
C 1.5109 6.9909 0.9077 -0.17
N 1.5289 6.2023 1.9648 0.09
C 1.2277 4.9266 1.8157 -0.06
C 0.8690 4.3722 0.5897 -0.11
C 0.8515 5.1931 -0.5306 -0.07
C 0.4455 2.9427 0.4936 -0.66
O 0.0153 2.5236 -0.6198 -0.16
O 0.4664 2.2425 1.5298 -0.11
H 1.7479 8.0319 1.0793 0.11
H 1.2513 4.3014 2.6944 0.12
H 0.5675 4.7842 -1.4868 0.12
```

Calculated values
Total charge: +1
LUMO level (spin up / spin down) in eV: -1.927 / -1.934
Highest occupied orbital energy (spin up / spin down) in eV: -9.981 / -9.965
Expectation value of S²: 6.004
Multiplicity: 5